(1)
H3N3O | ωB97M-V with the def2-TZVPD basis set

XYZ file:
```
7
H3N3O | OMol25 | ωB97M-V with the def2-TZVPD basis set
N 0.924 -0.654 -0.900
H -1.527 1.242 1.695
O -0.719 0.833 1.355
N 0.375 -0.786 -1.907
N 1.707 -0.610 -0.097
H -0.465 -0.382 -2.265
H -0.296 0.356 2.120
```

Its molecular weight is 61.0 g mol⁻¹. The calculation puts the lowest unoccupied orbital energy at 0.8757 eV. The energy relative to the best compared isomer or geometry (same formula, charge and spin) is 1.359 eV. The energy is -241.22367 Ha. As for the gap between HOMO and LUMO: 10.731 eV.

(2)
C36H56BrFIN5O13P2S2 | ωB97M-V with the def2-TZVPD basis set

XYZ file:
```
117
C36H56BrFIN5O13P2S2 | OMol25 | ωB97M-V with the def2-TZVPD basis set
H -1.508 2.931 1.917
H 2.122 3.480 4.857
H -5.978 -0.044 4.275
C -5.606 0.050 3.253
H 1.509 -5.043 1.741
C -1.526 -7.735 -7.906
C -6.875 1.301 1.500
C -1.209 2.991 -0.725
H 3.628 6.418 0.471
N -0.929 -6.626 -7.189
C -5.703 2.464 3.312
C 3.040 3.943 4.399
C 3.371 3.544 0.765
H 7.021 1.558 4.136
H -1.330 2.586 4.738
C 2.631 4.611 3.028
H 10.240 2.475 2.547
C 7.635 1.960 3.326
H -7.139 2.315 1.198
C -0.943 3.487 2.704
O -0.374 3.130 -1.919
H 10.732 3.189 4.099
F 4.011 2.451 -1.392
H 6.997 2.557 2.670
N -8.911 -1.622 -0.754
C 1.022 -2.205 -0.897
O -5.020 2.540 4.318
C -10.197 -1.822 -1.393
C -1.805 3.337 4.043
S -1.362 -5.682 -0.089
H -10.116 -2.638 -2.115
H 2.485 -3.562 -1.883
H -0.777 -8.520 -8.042
H 8.078 1.141 2.762
O -7.693 -1.589 1.176
H 6.004 5.590 2.279
C -7.762 -1.281 -1.575
H -2.794 2.877 3.762
C 3.139 2.595 -0.333
C -8.745 -1.744 0.584
H -1.954 4.308 4.573
C 1.454 -3.870 -4.434
H -0.937 3.723 0.071
O 1.307 -5.742 1.085
H -0.887 4.598 2.512
I 3.819 1.057 5.297
C -0.488 -2.724 1.138
C 0.218 -5.950 -7.766
C 0.810 -0.783 -0.626
H -10.961 -2.072 -0.657
H -6.097 3.363 2.809
H -0.023 -4.895 -7.914
H 1.060 -3.621 -5.460
O 4.481 6.127 0.082
N 8.677 2.810 3.881
H 0.687 -1.898 -3.864
C 0.357 -3.170 0.008
H -2.373 -8.143 -7.356
H 4.511 2.684 3.241
H -2.278 -6.778 -5.646
H 5.168 3.416 4.754
H -2.247 3.282 -1.068
C 0.877 -2.880 -3.340
N -6.058 1.314 2.697
H 10.268 1.475 4.023
O 3.819 -3.100 -5.226
C -1.408 -6.200 -5.996
H -7.359 -0.320 -1.248
H -4.513 0.032 3.276
H -1.249 0.856 -1.196
C -1.301 1.496 -0.265
H 4.585 -2.931 -4.640
H 9.201 4.458 4.988
H 0.882 4.854 -2.485
H -8.050 -1.219 -2.623
Br -1.853 -0.632 2.831
P 0.476 -5.025 -0.194
P 4.938 4.600 0.650
H -6.319 0.820 0.693
H 3.350 5.425 2.723
H 2.559 -1.820 -2.431
C 4.261 2.948 4.297
C 1.162 2.772 1.893
H 1.062 -6.021 -7.077
C -0.127 4.470 -2.154
S 1.548 0.562 -1.628
H -6.991 -2.043 -1.450
O 7.191 4.234 4.874
O -1.009 5.286 -2.025
H 0.485 -6.402 -8.720
C 3.009 -3.944 -4.472
H -1.868 -7.388 -8.884
C 1.880 -2.654 -2.112
C 10.063 2.472 3.625
O 5.639 4.688 2.193
H -2.328 1.296 0.166
H 1.650 5.145 3.214
H 1.928 -5.959 -1.473
H 3.328 4.787 5.094
H -7.787 0.738 1.697
H 1.087 -4.895 -4.157
H -5.972 -0.780 2.651
O 0.353 2.938 3.008
C 1.929 1.779 -0.317
H -0.128 -3.229 -2.968
O 1.081 -5.496 -1.671
C -0.042 -0.342 0.506
C 2.390 3.607 1.860
H -0.983 -3.459 1.816
O -0.950 -5.277 -5.348
C 0.914 1.857 0.769
O 3.571 -4.770 -3.771
C 8.330 3.890 4.620
N -0.315 1.079 0.790
H -10.486 -0.906 -1.912
C -0.709 -1.309 1.405
H -9.676 -2.005 1.113
```

Its molecular weight is 1118.8 g mol⁻¹. The calculation puts the lowest unoccupied orbital energy at -0.1222 eV. The energy is -7107.88231 Ha. As for the gap between HOMO and LUMO: 8.049 eV. As for the structure (SMILES): CCOc1c(CCCI)c(P(O)O)c(F)c2c1N(CCOC=O)c1c(Br)cc(P(O)(O)=S)c(CCCC(=O)O)c1S2.CN(C)C=O.CN(C)C=O.CN(C)C=O.CN(C)C=O.

(3)
C5H11NOS | ωB97M-V with the def2-TZVPD basis set

XYZ file:
```
19
C5H11NOS | OMol25 | ωB97M-V with the def2-TZVPD basis set
C -0.546 0.063 0.006
H -0.002 0.614 1.963
H 0.668 -1.129 -1.210
H 0.711 -1.652 0.486
O 1.083 1.696 -0.123
C 0.755 -0.798 -0.162
H -0.386 1.862 -1.497
H -1.514 -0.434 -1.784
S 2.312 -0.079 0.371
H -0.924 -1.023 1.853
N 3.225 -0.455 -0.782
C -0.320 1.602 -0.485
H -2.686 -0.571 -0.330
H 4.264 -0.192 -0.714
H -1.576 -1.782 -0.483
C -1.666 -0.656 -0.740
C -0.810 0.047 1.594
H -1.668 0.560 1.777
H -0.919 2.326 0.261
```

Its molecular weight is 133.2 g mol⁻¹. The calculation puts the lowest unoccupied orbital energy (spin up / spin down) at -0.4178 / -0.4189 eV. The energy relative to the best compared isomer or geometry (same formula, charge and spin) is 5.259 eV. The energy is -725.13162 Ha. As for the gap between HOMO and LUMO (spin up / spin down): 8.143 / 8.137 eV.

(4)
C4H14N2O | ωB97M-V with the def2-TZVPD basis set

XYZ file:
```
21
C4H14N2O | OMol25 | ωB97M-V with the def2-TZVPD basis set
H -0.437 0.595 1.030
H 1.014 -0.452 -2.260
O 4.099 0.329 3.382
H 1.009 -1.825 0.962
N -0.127 -0.729 -0.537
H 0.666 1.068 -1.334
H -3.005 -0.787 -0.859
H 1.788 -0.357 0.429
H -3.383 0.398 -1.831
H -1.277 -0.924 0.993
H 3.623 1.116 3.218
H -2.351 1.561 0.527
H 1.679 -1.566 -0.728
C 0.288 0.104 -1.684
C 1.101 -1.169 0.100
H -0.577 0.214 -2.317
H -1.441 1.444 -0.893
N -3.261 0.191 -0.850
C -1.074 -0.036 0.390
H 3.775 -0.025 2.531
C -2.110 0.851 -0.272
```

Its molecular weight is 106.2 g mol⁻¹. The calculation puts the lowest unoccupied orbital energy at 0.6143 eV. The energy relative to the best compared isomer or geometry (same formula, charge and spin) is 2.528 eV. The energy is -345.48328 Ha. As for the gap between HOMO and LUMO: 9.324 eV. As for the structure (SMILES): CN(C)CCN.O.